Entry 1:
Here is a 3-piece molecular cluster, C19H21F21N3O6S overall from OMol25. Energies are from ωB97M-V with the def2-TZVPD basis set.

Calculated values
Orbital gap in eV: 7.571
Net charge: -1
E_HOMO in eV: -5.41

The geometry in XYZ format:
```
71
C19H21F21N3O6S ωB97M-V with the def2-TZVPD basis set
C -2.6562 -3.4150 3.8363
N -1.7766 -3.1028 2.6870
C -1.6340 -4.2307 1.6796
C -2.8896 -4.3296 0.7656
C -2.6907 -4.0446 -0.7058
N -3.2405 -3.1190 -1.3748
C -1.4771 -5.5429 2.4650
C -0.2643 -5.5945 3.3884
N -0.3368 -6.8013 4.2385
C -0.2653 -4.1052 0.8553
O -0.0965 -5.0767 0.0919
O 0.4488 -3.1134 1.0959
S -2.1595 -1.6321 2.0745
O -3.4819 -1.2327 2.4827
O -1.7755 -1.4489 0.7143
C -0.9761 -0.5629 3.0217
F 0.2511 -0.8943 2.6914
F -1.1239 -0.7562 4.3417
C -1.1523 0.9719 2.7085
F -1.0312 1.6836 3.8306
F -0.2081 1.3789 1.8599
F -2.3339 1.2595 2.1707
H -2.8535 -2.5208 4.4209
H -3.6204 -3.8218 3.5177
H -2.1428 -4.1257 4.4809
H -3.6958 -3.6814 1.1320
H -3.2667 -5.3583 0.8326
H -2.0174 -4.7251 -1.2261
H -3.8135 -2.5288 -0.7652
H -1.3243 -6.3037 1.6972
H -2.3970 -5.8065 3.0023
H 0.6386 -5.6504 2.7761
H -0.1744 -4.6763 3.9832
H -0.9975 -6.6309 4.9917
H 0.5592 -6.9312 4.6974
C -1.4410 0.1647 -1.8866
C -0.0810 0.5518 -2.4691
C 0.2489 2.0420 -2.5569
F -0.5861 2.6953 -3.3918
F 1.5121 2.1856 -3.0471
F 0.1159 -0.0233 -3.6756
F 0.8548 0.0614 -1.6086
O -2.4720 -0.1305 -2.8090
C -3.3054 0.8070 -3.3110
C -3.2424 0.8643 -4.8448
F -1.9965 1.1635 -5.2624
F -4.0788 1.8383 -5.2851
F -3.1204 2.0325 -2.7759
F -4.5828 0.4404 -3.0202
H -1.2652 -0.7748 -1.3636
H -1.7657 0.8852 -1.1344
H 0.2084 2.5042 -1.5675
H -3.5503 -0.0961 -5.2604
C 4.2489 4.3727 -0.5704
C 3.0629 5.2593 -0.9698
C 2.8123 5.4758 -2.4644
F 3.8545 6.1227 -3.0289
F 1.7091 6.2439 -2.6071
F 3.1246 6.4486 -0.3351
F 1.9525 4.6036 -0.5184
O 5.4438 5.0288 -0.1889
C 6.4273 5.3514 -1.0727
C 6.7300 6.8588 -1.0662
F 5.6335 7.5679 -1.3899
F 7.6920 7.1122 -1.9842
F 6.1828 4.9056 -2.3167
F 7.5712 4.7534 -0.6491
H 3.9186 3.8750 0.3396
H 4.4267 3.5991 -1.3181
H 2.6508 4.5212 -2.9718
H 7.0815 7.1587 -0.0774
```

Entry 2:
Here is a 2-piece molecular cluster, C19H21FN2O2 overall in a non-equilibrium geometry from OMol25. Energies are from ωB97M-V with the def2-TZVPD basis set.

Calculated values
Orbital gap in eV: 9.240
Energy above the lowest of the compared OMol25 structures with the same formula, charge and spin in kcal per mole: 81.3
SMILES: CCOC(=O)[C@](F)(C#N)c1ccccc1.Cc1cc(C)nc(C)c1
E_HOMO in eV: -8.90

The geometry in XYZ format:
```
45
C19H21FN2O2 ωB97M-V with the def2-TZVPD basis set
C 0.1878 -2.1854 -1.8909
C 0.4734 -0.9406 -2.6923
N 0.6020 0.1425 -1.9650
F -0.2225 1.6144 2.0720
C 0.6470 1.3756 -2.4237
C 0.5279 2.5233 -1.4675
C 0.7986 1.5877 -3.8179
C 0.8481 0.4656 -4.6498
C 1.0769 0.6504 -6.1096
C 0.6473 -0.8233 -4.0985
H -0.4937 -2.8646 -2.4144
H 1.1120 -2.7489 -1.6894
H -0.2540 -1.8816 -0.9277
H 0.6896 3.4451 -2.0347
H -0.4749 2.5948 -1.0233
H 1.2804 2.4837 -0.6704
H 0.8713 2.6010 -4.2012
H 1.1300 -0.3048 -6.6218
H 0.2724 1.2326 -6.5625
H 2.0064 1.1856 -6.3168
H 0.6227 -1.6912 -4.7453
C 3.3944 -2.6463 2.1136
C 2.0211 -2.3873 1.5598
O 1.5176 -1.1383 2.2184
C 0.2396 -0.8590 2.0116
C -0.2448 0.4289 2.8515
C -1.7360 0.4232 3.2267
C -2.7102 -0.1074 2.3657
C -4.0551 0.3022 2.4564
C -4.4398 1.3206 3.3227
C -3.4676 1.8997 4.1410
C -2.1311 1.4804 4.0533
C 0.8747 0.7408 3.8372
N 1.8514 1.1495 4.3619
O -0.4156 -1.5657 1.2438
H 3.8729 -3.4035 1.4861
H 4.0042 -1.7406 2.1080
H 3.3458 -3.0580 3.1258
H 2.0299 -2.1875 0.4748
H 1.2989 -3.1780 1.8052
H -2.4321 -0.7027 1.5068
H -4.7375 0.0523 1.6535
H -5.4477 1.7339 3.3082
H -3.6492 2.8459 4.6300
H -1.3327 2.1350 4.3891
```

Entry 3:
Here is C19H21GeN3Zn as an isolated structure from OMol25. Energies are from ωB97M-V with the def2-TZVPD basis set.

Calculated values
Orbital gap (spin up / spin down) in eV: 7.582 / 5.109
Energy above the lowest of the compared OMol25 structures with the same formula, charge and spin in kcal per mole: 0.0
E_HOMO (spin up / spin down) in eV: -7.54 / -5.16

The geometry in XYZ format:
```
45
C19H21GeN3Zn ωB97M-V with the def2-TZVPD basis set
Zn 0.3461 0.6492 -0.7847
C -1.6977 4.7974 -0.5318
C -1.9237 4.8483 0.8356
C -1.3159 3.9133 1.6538
C -0.4928 2.9498 1.0815
N -0.2837 2.8991 -0.2399
C -0.8739 3.7984 -1.0208
C 0.2254 1.9176 1.8885
C 0.3237 1.9196 3.2583
C 1.0862 0.8829 3.8546
C 1.7336 -0.0419 3.0876
C 1.6231 0.0225 1.6745
N 0.8217 0.9888 1.1375
C 2.2742 -0.8190 0.7265
C 3.1865 -1.8471 1.0646
C 3.7845 -2.5845 0.0853
C 3.4880 -2.3136 -1.2710
C 2.5945 -1.3125 -1.5431
N 1.9893 -0.5726 -0.6005
H -2.1518 5.5079 -1.2077
H -2.5700 5.6056 1.2597
H -1.4832 3.9206 2.7208
H -0.6806 3.7072 -2.0832
H -0.1370 2.6813 3.8676
H 1.1671 0.8384 4.9329
H 2.3277 -0.8161 3.5528
H 3.4084 -2.0357 2.1059
H 4.4830 -3.3689 0.3452
H 3.9399 -2.8746 -2.0752
H 2.3249 -1.0747 -2.5661
C -1.3815 -2.5679 0.0917
Ge -1.7300 -1.8247 -1.6999
C -3.6008 -2.1653 -2.1915
C -0.5516 -2.7579 -2.9623
C -1.3031 0.0554 -1.6403
H -1.5528 -3.6462 0.0914
H -2.0332 -2.1156 0.8398
H -0.3456 -2.3884 0.3875
H -3.7778 -3.2288 -2.3558
H -3.8553 -1.6297 -3.1066
H -4.2702 -1.8245 -1.4008
H -0.7894 -3.8219 -2.9993
H 0.4892 -2.6527 -2.6519
H -0.6533 -2.3462 -3.9669
H -2.1623 0.7276 -1.6446
```

Entry 4:
Here is one molecule with the formula C19H21N5O2S in a non-equilibrium geometry from OMol25. Energies are from ωB97M-V with the def2-TZVPD basis set.

Calculated values
Orbital gap in eV: 8.739
Energy above the lowest of the compared OMol25 structures with the same formula, charge and spin in kcal per mole: 30.3
SMILES: CCn1c(SCC(=O)c2[nH]c(C)c(C(C)=O)c2C)nnc1-c1ccncc1
E_HOMO in eV: -8.55

The geometry in XYZ format:
```
48
C19H21N5O2S ωB97M-V with the def2-TZVPD basis set
C -0.8926 -2.2629 -2.6943
H -1.0057 -2.0418 -3.7517
H -0.4589 -3.2550 -2.5892
H -1.8766 -2.2606 -2.2308
C 0.0105 -1.2185 -2.0478
N 0.2274 -1.4988 -0.6508
C 1.3998 -1.9106 -0.0836
N 1.2411 -2.1877 1.1814
N -0.0392 -1.9755 1.4741
C -0.6614 -1.5653 0.3948
C -2.0792 -1.2448 0.4061
C -2.6719 -0.2612 -0.3834
C -4.0313 -0.0318 -0.2360
N -4.8026 -0.6929 0.6083
C -4.2372 -1.6176 1.3678
C -2.8911 -1.9311 1.3129
H -2.4564 -2.6826 1.9513
H -4.9004 -2.1295 2.0523
H -4.5245 0.7280 -0.8273
H -2.1067 0.3451 -1.0707
S 2.9299 -1.9307 -0.9175
C 3.9858 -1.3822 0.4656
H 4.9008 -1.0021 0.0067
C 3.3475 -0.3226 1.3670
O 3.5617 -0.3597 2.5573
C 2.4793 0.6457 0.7256
C 1.3115 1.2072 1.2286
C 0.6792 1.8729 0.1391
C 1.5094 1.7209 -0.9755
N 2.5711 0.9855 -0.6062
H 3.3427 0.7493 -1.2099
C 1.4022 2.2783 -2.3465
H 0.4008 2.6638 -2.5106
H 1.6235 1.5139 -3.0904
H 2.1160 3.0930 -2.4765
C -0.6226 2.5402 0.0783
O -1.2119 2.6741 -0.9798
C -1.2165 3.0431 1.3656
H -1.6472 2.2075 1.9142
H -0.4616 3.5151 1.9869
H -2.0118 3.7488 1.1374
C 0.8284 1.0197 2.6194
H -0.2008 0.6664 2.6337
H 0.8837 1.9536 3.1768
H 1.4536 0.2869 3.1229
H 4.2274 -2.2466 1.0843
H -0.4191 -0.2192 -2.1529
H 0.9939 -1.2276 -2.5273
```

Entry 5:
Here is C19H21N6RuSSe2 as an isolated structure in a non-equilibrium geometry from OMol25. Energies are from ωB97M-V with the def2-TZVPD basis set.

Calculated values
Orbital gap (spin up / spin down) in eV: 5.046 / 5.041
Net charge: +3
Energy above the lowest of the compared OMol25 structures with the same formula, charge and spin in kcal per mole: 6.7
E_HOMO (spin up / spin down) in eV: -17.36 / -17.36

The geometry in XYZ format:
```
50
C19H21N6RuSSe2 ωB97M-V with the def2-TZVPD basis set
Ru 0.0870 -0.7471 -0.0369
S -0.4249 -2.3075 3.9441
C 0.8552 -1.1159 4.0127
C 1.0409 -0.4571 2.8510
C 0.1447 -0.9183 1.8179
C -0.7716 -1.8996 2.3566
C -1.7317 -2.4940 1.4520
C -2.7223 -3.4027 1.7877
C -3.5904 -3.8406 0.7933
C -3.4335 -3.3568 -0.4955
C -2.4086 -2.4542 -0.7614
N -1.5764 -2.0243 0.1855
H 1.4022 -1.0036 4.9384
H 1.8052 0.2932 2.7169
H -2.8143 -3.7637 2.8043
H -4.3743 -4.5495 1.0257
H -4.0876 -3.6703 -1.2976
H -2.2546 -2.0683 -1.7624
C -2.7333 2.3475 3.3899
Se -2.6015 0.4377 3.0721
C -3.6625 0.2845 1.4441
C -3.1714 1.0667 0.2322
Se -1.2285 1.3258 0.1738
C -1.1385 2.1138 -1.6099
H -3.7776 2.5688 3.6073
H -2.3791 2.9164 2.5359
H -2.1250 2.5604 4.2655
H -4.6725 0.6042 1.7054
H -3.7054 -0.7831 1.2429
H -3.5505 2.0883 0.2372
H -3.4917 0.5903 -0.6933
H -1.5504 1.4290 -2.3460
H -0.0961 2.3346 -1.8252
H -1.7107 3.0382 -1.5807
N 2.4590 -3.7724 -1.7470
C 1.2656 -3.4978 -1.2458
N 1.2755 -2.2280 -0.8401
C 2.5473 -1.7945 -1.1352
N 3.2870 -2.7102 -1.6864
C 2.9151 -0.4202 -0.8072
C 4.1737 0.1234 -1.0227
N 4.4488 1.3756 -0.6848
C 3.4793 2.0877 -0.1280
C 2.2112 1.5607 0.0933
N 1.9220 0.3038 -0.2517
H 2.7906 -4.6439 -2.1449
H 0.4486 -4.1981 -1.1872
H 4.9606 -0.4688 -1.4752
H 3.7071 3.1086 0.1534
H 1.4332 2.1518 0.5581
```